No. 1
A single CF4OS molecule, computed with wB97M-V/def2-TZVPD.

```
7
Properties=species:S:1:pos:R:3:forces:R:3
C -0.21558 -0.65067 -0.43152 -0.353 1.050 2.183
O -0.55756 1.87472 0.48114 -0.732 1.897 -0.725
F 0.05496 -1.86112 0.04277 -0.206 -0.019 -0.088
F 0.51895 -0.38599 -1.45438 0.907 0.315 -0.875
F -1.49910 -0.53883 -0.78253 0.101 -0.317 0.223
F 1.72884 0.83719 1.04784 -2.653 -0.398 -0.187
S -0.03052 0.72469 1.09669 2.937 -2.527 -0.531
```
Forces are in eV/Å.

- 2S+1: 1
- HOMO level: -10.887 eV
- Net charge: 0

***

No. 2
A single C5H8 molecule, computed with wB97M-V/def2-TZVPD.

```
13
Properties=species:S:1:pos:R:3:forces:R:3
C -2.11650 -0.08690 0.11172 -0.842 0.444 0.867
C -0.94249 -0.54941 -0.20049 2.507 0.443 -0.309
C 0.37525 0.14866 -0.02743 0.534 1.150 -0.799
C 0.44290 1.49529 -0.12706 1.188 -0.729 1.175
C 1.61851 -0.72648 0.08398 -0.734 -1.022 1.150
H -2.93797 -0.76772 0.05033 -0.715 0.113 -0.282
H -2.24003 0.89165 0.56326 -0.160 -0.145 0.051
H -0.84615 -1.49434 -0.67409 -0.075 -1.031 -0.133
H 1.36481 2.10814 0.09951 -1.053 -0.973 -0.537
H -0.47814 2.02013 -0.22796 -0.435 0.572 -0.258
H 2.56353 -0.19178 0.26216 -0.562 -0.017 0.119
H 1.43273 -1.51134 0.89298 0.470 1.088 -0.748
H 1.76356 -1.33590 -0.80691 -0.124 0.107 -0.296
```
Forces are in eV/Å.

- 2S+1: 1
- HOMO level: -8.915 eV
- Net charge: 0

***

No. 3
C3H5GdO3 as an isolated structure, computed with wB97M-V/def2-TZVPD.

```
12
Properties=species:S:1:pos:R:3:forces:R:3
H 0.18404 -0.69469 1.84241 0.339 0.544 0.113
C 0.66635 0.16260 1.33600 1.011 -0.240 -1.695
C -0.29153 0.76384 0.33861 -1.277 1.804 3.667
O -0.94194 -0.27289 -0.43034 0.010 2.485 -2.785
C -1.32324 0.01808 -1.63714 -0.523 -5.736 3.278
O -1.88211 -1.07293 -2.12121 0.923 3.118 -0.598
H 1.04168 0.97232 1.98791 -0.621 -0.491 0.099
H 0.13455 1.57906 -0.25680 -0.174 -0.542 -0.081
H -2.00586 -0.96401 -3.07093 -0.592 -0.314 -0.919
H -1.06178 1.14466 1.07684 0.184 0.064 -1.437
Gd 3.74524 -1.39487 0.44851 -3.117 1.842 0.205
O 1.73459 -0.24120 0.48612 3.837 -2.534 0.153
```
Forces are in eV/Å.

- 2S+1: 8
- ⟨S²⟩: 16.80
- HOMO level (spin up / spin down): -17.662 / -14.999 eV
- Net charge: +2

***

What are the largest force on an atom values for these records? In order: 3.9; 2.6; 6.6 eV Å⁻¹.
What are the energy above the lowest of the compared OMol25 structures with the same formula, charge and spin values for these records? In order: 0.0; 22.6; 175.1 kcal/mol.